No. 1
DFT (the ωB97M-V functional and the def2-TZVPD basis) results for the molecule C4H5FOS in a non-equilibrium geometry.

Calculated values
Structure (SMILES): CC(=O)S/C=C\F
Charge: 0
Electronic energy in Eh: -728.663330
Energy relative to the best compared isomer or geometry (same formula, charge and spin) in kcal per mole: 14.92

```
12
Properties=species:S:1:pos:R:3:lowdin_charge:R:1
C 1.3529 -0.4433 0.7950 -0.07
C 1.2918 0.3391 -0.5410 -0.70
C -1.4638 0.9387 -0.1952 -0.41
C -1.7865 -0.2997 -0.4844 -0.19
H 2.3882 -0.8274 0.8780 0.09
H 1.0904 0.0708 1.7217 0.07
H 0.7290 -1.3117 0.8037 0.06
H -2.1664 1.6147 0.1900 0.05
H -2.6988 -0.7706 -0.1897 0.11
O 2.0084 0.0767 -1.4536 0.06
F -0.8339 -1.1248 -1.0221 -0.02
S 0.0886 1.7377 -0.5024 0.94
```



No. 2
DFT (the ωB97M-V functional and the def2-TZVPD basis) results for C2H3IN2 as an isolated structure in a non-equilibrium geometry.

Calculated values
Charge: 0
Electronic energy in Eh: -485.126973
Energy relative to the best compared isomer or geometry (same formula, charge and spin) in kcal per mole: 19.33

```
8
Properties=species:S:1:pos:R:3:lowdin_charge:R:1
C -1.3566 -0.0691 -0.8964 -0.89
C -0.0823 0.1069 -0.1459 -0.18
N -2.1295 -1.1926 -0.8719 -0.21
N -2.8422 -2.1103 -0.9423 0.19
I -2.2791 1.3849 -2.0111 0.84
H -0.1238 -0.5088 0.8340 0.10
H -0.0273 1.1951 0.2228 0.08
H 0.8619 -0.1917 -0.6546 0.07
```



No. 3
DFT (the ωB97M-V functional and the def2-TZVPD basis) results for a 2-piece molecular cluster, C4H13N2O overall in a non-equilibrium geometry.

Calculated values
Charge: +1
Electronic energy in Eh: -344.745070
Energy relative to the best compared isomer or geometry (same formula, charge and spin) in kcal per mole: 13.67

```
20
Properties=species:S:1:pos:R:3:lowdin_charge:R:1
C 0.1041 -1.8458 1.8690 0.01
C 0.9002 -0.5663 1.7368 -0.59
O 0.2951 0.5005 1.6400 -0.01
N 2.2352 -0.6693 1.6862 0.18
H -0.8289 -1.7762 1.3252 0.08
H -0.0954 -1.8971 2.9446 0.11
H 2.8461 0.0584 2.0254 0.13
H 2.6475 -1.5859 1.7256 0.11
H 0.6390 -2.7636 1.6393 0.08
C -0.7099 1.1935 -2.0832 -0.17
C -2.0422 0.7949 -1.4973 -0.07
N 0.3947 0.9319 -1.0872 0.20
H -0.4813 0.6168 -2.9756 0.13
H -0.7380 2.2391 -2.3444 0.13
H -2.0392 -0.2093 -1.0979 0.08
H -2.8538 0.8942 -2.2013 0.09
H 0.1105 0.7679 -0.1265 0.08
H 0.9521 0.1481 -1.4113 0.16
H 1.0540 1.7093 -1.0665 0.17
H -2.3899 1.4589 -0.7011 0.10
```



No. 4
DFT (the ωB97M-V functional and the def2-TZVPD basis) results for an isolated ion of composition C5H11FN3O4 and charge +1 in a non-equilibrium geometry.

Calculated values
Structure (SMILES): C[N+](C)(C)CC(F)([N+](=O)[O-])[N+](=O)[O-]
Charge: +1
Electronic energy in Eh: -761.650000
Energy relative to the best compared isomer or geometry (same formula, charge and spin) in kcal per mole: 0.00

```
24
Properties=species:S:1:pos:R:3:lowdin_charge:R:1
C 0.1974 0.0371 1.9851 0.01
C -0.1941 2.2895 0.7786 0.09
C -1.5966 0.2778 0.3803 -0.01
C 0.7088 0.2466 -0.3299 -0.07
C 0.3903 -1.1409 -0.8927 -0.29
N 1.7361 -1.6493 -1.6900 -0.31
N -0.6902 -1.2514 -1.9411 -0.30
N -0.2157 0.7281 0.7342 -0.34
O 2.4689 -0.7470 -1.8619 0.14
O 1.8250 -2.8196 -1.8408 0.20
O -1.0248 -0.2545 -2.5875 0.11
O -1.0905 -2.4035 -2.0696 0.17
F 0.2743 -2.0358 0.0898 0.14
H 0.9920 -0.7166 1.8238 0.11
H 0.6312 0.8748 2.6702 0.15
H -0.6085 -0.4749 2.5064 0.11
H -0.4598 2.5946 -0.3360 0.17
H -0.7685 2.5409 1.5771 0.07
H 0.8846 2.4199 1.0124 0.12
H -1.8558 0.6244 -0.5178 0.05
H -1.7300 -0.8157 0.4757 0.12
H -2.4769 0.5293 1.1055 0.17
H 1.7411 0.2758 0.2416 0.19
H 0.8615 0.8703 -1.3133 0.19
```



No. 5
DFT (the ωB97M-V functional and the def2-TZVPD basis) results for the molecule C2H7NO in a non-equilibrium geometry.

Calculated values
Structure (SMILES): NCCO
Charge: 0
Electronic energy in Eh: -210.374701
Energy relative to the best compared isomer or geometry (same formula, charge and spin) in kcal per mole: 15.09

```
11
Properties=species:S:1:pos:R:3:lowdin_charge:R:1
O -0.1967 1.3981 -0.4788 -0.11
N 0.4183 -1.4551 -0.4266 -0.03
C 0.4717 0.8102 0.6749 -0.23
C 0.0933 -0.6969 0.7718 -0.29
H 0.1332 2.2995 -0.6550 0.09
H -0.0549 -1.0537 -1.2294 0.06
H 0.1090 -2.4450 -0.3248 0.08
H 0.1416 1.3183 1.5791 0.10
H 1.5768 0.9040 0.5333 0.12
H 0.6213 -1.1846 1.5831 0.10
H -0.9548 -0.8123 1.0035 0.10
```



Repeat the third record exactly.
DFT (the ωB97M-V functional and the def2-TZVPD basis) results for a 2-piece molecular cluster, C4H13N2O overall in a non-equilibrium geometry.

Calculated values
Charge: +1
Electronic energy in Eh: -344.745070
Energy relative to the best compared isomer or geometry (same formula, charge and spin) in kcal per mole: 13.67

```
20
Properties=species:S:1:pos:R:3:lowdin_charge:R:1
C 0.1041 -1.8458 1.8690 0.01
C 0.9002 -0.5663 1.7368 -0.59
O 0.2951 0.5005 1.6400 -0.01
N 2.2352 -0.6693 1.6862 0.18
H -0.8289 -1.7762 1.3252 0.08
H -0.0954 -1.8971 2.9446 0.11
H 2.8461 0.0584 2.0254 0.13
H 2.6475 -1.5859 1.7256 0.11
H 0.6390 -2.7636 1.6393 0.08
C -0.7099 1.1935 -2.0832 -0.17
C -2.0422 0.7949 -1.4973 -0.07
N 0.3947 0.9319 -1.0872 0.20
H -0.4813 0.6168 -2.9756 0.13
H -0.7380 2.2391 -2.3444 0.13
H -2.0392 -0.2093 -1.0979 0.08
H -2.8538 0.8942 -2.2013 0.09
H 0.1105 0.7679 -0.1265 0.08
H 0.9521 0.1481 -1.4113 0.16
H 1.0540 1.7093 -1.0665 0.17
H -2.3899 1.4589 -0.7011 0.10
```